# 1
11
Properties=species:S:1:pos:R:3:forces:R:3:lowdin_charge:R:1 method="wB97M-V/def2-TZVPD" orbital_gap_ha=0.352 spin_multiplicity=1 lumo_ev=0.77 total_energy_ha=-293.2450
C 0.124 2.645 -1.430 -1.293 3.240 -2.068 0.103
C 0.092 1.521 -1.075 0.883 -1.629 0.487 -0.200
C 0.273 0.215 -0.670 -2.004 -5.567 -0.312 -0.102
C 0.182 -0.237 0.602 0.726 1.184 -0.874 -0.387
C -0.009 -1.618 1.048 -1.078 -0.867 -1.821 -0.036
F 0.116 0.617 1.629 0.192 0.484 0.059 0.075
H -0.259 3.490 -2.002 0.723 -0.272 0.795 0.045
H -0.055 -0.845 -1.447 1.484 3.748 2.025 0.216
H -0.009 -1.734 2.104 0.522 -0.056 0.801 0.070
H 0.630 -2.353 0.487 -0.780 0.674 0.700 0.108
H -1.085 -1.703 0.754 0.625 -0.938 0.208 0.107

# 2
14
Properties=species:S:1:pos:R:3:forces:R:3:lowdin_charge:R:1 method="wB97M-V/def2-TZVPD" smiles=CC(F)(F)c1nccs1 orbital_gap_ha=0.371 spin_multiplicity=1 lumo_ev=0.57 total_energy_ha=-846.1815
C 1.472 1.425 0.483 2.621 0.539 0.845 0.001
C 1.003 0.104 1.030 -1.795 -0.095 -0.777 -0.562
F 1.941 -0.846 0.844 0.792 -0.427 0.701 0.050
F 0.709 0.244 2.367 0.478 -0.360 -0.308 0.065
C -0.268 -0.460 0.287 3.568 -0.554 1.550 -0.520
N -1.046 0.345 -0.269 -1.758 1.729 -1.080 0.038
C -1.907 -0.271 -1.121 -1.419 -1.492 -0.158 -0.195
C -1.767 -1.665 -1.084 0.923 0.928 -1.140 -0.402
S -0.409 -2.136 -0.165 -0.149 1.224 0.769 1.073
H 0.713 2.143 0.589 -1.104 0.847 0.136 0.061
H 1.761 1.397 -0.566 -0.155 -0.387 0.025 0.092
H 2.403 1.848 1.057 -1.703 -1.162 -0.797 0.133
H -2.690 0.332 -1.663 1.119 -0.945 0.586 0.123
H -1.915 -2.461 -1.790 -1.418 0.153 -0.351 0.043

# 3
15
Properties=species:S:1:pos:R:3:forces:R:3:lowdin_charge:R:1 method="wB97M-V/def2-TZVPD" orbital_gap_ha="0.306 / 0.309" spin_multiplicity=1 lumo_ev="-0.81 / -1.74" total_energy_ha=-602.4677
C -1.074 2.349 -0.344 -0.003 0.114 0.209 -0.261
C 0.633 0.697 0.097 -0.835 0.197 -1.835 -0.167
C 2.350 -0.843 0.286 2.647 -2.398 -2.798 -0.161
C -0.417 1.230 -0.790 1.964 -1.559 0.977 -0.048
C -2.312 -1.035 0.073 0.359 -0.609 -1.695 -0.438
N -1.365 3.246 0.315 -0.716 0.898 0.197 0.174
N 1.452 -0.134 -0.457 -3.041 1.444 -0.307 -0.016
F -2.426 -1.217 1.340 -0.353 0.196 1.367 0.179
F -1.667 -2.076 -0.458 0.067 0.421 -0.065 0.118
F -3.475 -0.886 -0.543 0.068 0.195 0.305 0.139
H 0.595 1.083 1.111 0.415 -0.412 0.429 0.127
H 2.274 -0.879 1.306 -0.541 -0.200 2.716 0.053
H 3.296 -0.422 0.022 1.197 0.510 0.166 0.083
H 2.515 -1.858 -0.222 -0.639 0.947 1.138 0.119
H -0.379 0.745 -1.736 -0.588 0.256 -0.803 0.099

# 4
18
Properties=species:S:1:pos:R:3:forces:R:3:lowdin_charge:R:1 method="wB97M-V/def2-TZVPD" orbital_gap_ha="0.280 / 0.355" spin_multiplicity=1 lumo_ev="-0.64 / -0.36" total_energy_ha=-1196.2698
C -0.473 1.793 0.850 0.538 -0.094 1.319 -0.431
C 1.539 0.377 0.949 2.960 -1.471 0.604 -0.387
C 0.459 0.749 0.094 -2.891 1.623 -3.322 -0.236
C -0.164 -1.467 0.756 -0.082 -1.297 -0.862 -0.652
C -0.567 -0.709 -1.521 -0.469 -0.473 -0.870 -0.662
N -0.459 -0.431 -0.151 0.974 0.438 0.100 0.031
O -1.634 2.058 0.270 -0.461 0.658 -0.708 0.135
O -0.230 2.214 1.974 -0.259 -0.780 -2.252 0.109
F -1.208 -2.021 1.380 -0.244 0.199 0.003 0.023
F -1.463 -1.661 -1.796 0.177 0.465 0.339 0.156
F 0.575 -1.069 -2.130 0.271 -0.089 0.196 0.137
F -0.939 0.435 -2.162 -0.343 -0.176 0.107 0.117
S 1.279 -1.294 1.684 -0.351 0.868 -0.238 1.015
H 2.504 0.304 0.420 -0.386 0.415 0.413 0.102
H 1.466 1.138 1.681 1.026 0.464 1.336 0.064
H 0.818 1.196 -0.967 -0.875 -0.948 2.578 0.210
H 0.214 -3.492 -0.638 -0.061 0.484 0.362 0.141
H -1.717 1.879 -0.694 0.476 -0.288 0.894 0.128

# 5
19
Properties=species:S:1:pos:R:3:forces:R:3:lowdin_charge:R:1 method="wB97M-V/def2-TZVPD" orbital_gap_ha="0.269 / 0.269" spin_multiplicity=1 lumo_ev="-5.04 / -5.04" total_charge=+1 total_energy_ha=-977.1448
C 0.587 0.702 0.018 0.929 2.604 -0.406 -0.058
C -1.323 -0.703 -0.100 2.124 2.910 -0.811 -0.149
C 2.977 0.068 0.106 0.816 -0.605 -0.932 0.026
C 4.451 0.684 0.050 -2.656 -1.435 -0.719 -0.571
C 2.905 -1.433 -0.027 -0.727 -0.020 0.517 -0.602
N 1.899 0.881 -0.066 1.682 -4.094 1.028 0.125
N -0.082 -0.502 0.236 -1.135 2.212 -1.155 0.182
O -1.859 -1.765 0.208 -1.372 -4.323 1.183 0.239
F 5.171 0.170 1.035 0.075 0.749 -0.107 0.195
F 5.101 0.505 -1.105 -0.134 -0.407 0.311 0.175
F 4.232 1.986 0.136 0.583 1.346 0.775 0.158
F 4.075 -1.976 -0.050 1.854 -0.169 -0.350 0.218
F 2.284 -2.068 1.018 -0.927 0.555 0.196 0.113
F 2.250 -1.860 -1.129 -0.508 0.460 -0.144 0.147
H 0.143 1.698 -0.033 -1.004 -0.984 0.042 0.157
H -1.945 -0.026 -0.631 0.229 1.284 -0.614 0.177
H 2.289 1.778 -0.193 -0.384 1.963 -0.092 0.155
H 0.353 -1.256 0.672 1.342 -1.713 1.105 0.137
H -2.531 -2.004 -0.436 -0.784 -0.334 0.173 0.175

# 6
15
Properties=species:S:1:pos:R:3:forces:R:3:lowdin_charge:R:1 method="wB97M-V/def2-TZVPD" orbital_gap_ha=0.316 spin_multiplicity=1 lumo_ev=-0.97 total_energy_ha=-998.2365
C 0.728 0.228 0.640 1.026 -2.151 1.383 -0.419
C 0.530 1.419 -0.177 -0.997 -0.099 -1.657 -0.099
C -1.158 0.093 -0.444 0.492 -0.026 1.454 -0.378
C -2.538 -0.243 -0.890 1.085 1.443 0.195 -0.003
C 2.037 -0.689 0.595 -0.445 -1.027 -1.075 -1.122
N -0.449 -0.604 0.391 -0.073 0.529 -0.576 0.135
N -0.636 1.365 -0.745 1.443 1.033 -0.310 0.137
F 1.932 -1.500 -0.556 0.350 1.431 1.041 -0.184
I 2.189 -2.280 2.177 -0.291 1.257 -0.643 0.713
I 3.966 0.402 0.490 -1.186 -0.408 0.050 0.740
H 0.701 0.642 1.664 -0.101 -0.330 0.096 0.156
H 1.242 2.220 -0.294 -0.146 0.297 0.081 0.106
H -2.549 -1.223 -1.199 -0.075 -2.343 -1.017 0.051
H -3.088 -0.252 0.019 -1.074 0.415 0.581 0.079
H -2.907 0.424 -1.671 -0.009 -0.020 0.397 0.089

| no. | maximum force (eV/Å) |
| --- | --- |
| 1 | 5.92 |
| 2 | 3.93 |
| 3 | 4.54 |
| 4 | 4.69 |
| 5 | 4.69 |
| 6 | 2.76 |